C4H6Br2O2 | ωB97M-V/def2-TZVPD

Values from the calculation:
E_HOMO in Ha: -0.3372
Electronic energy in a.u.: -5454.4474
SMILES: OC/C=C/Br.O=CBr
Gap between HOMO and LUMO in eV: 9.56

Geometry as ORCA input:
```
! wB97M-V def2-TZVPD RIJCOSX def2/J DEFGRID3
* xyz 0 1
Br 2.434 0.466 0.754
Br 1.377 0.906 4.017
O -0.987 0.005 2.798
O -0.878 0.344 -2.528
C -0.600 0.742 3.604
C 0.809 -0.819 -1.177
C -0.560 -0.940 -1.867
C 0.956 0.163 -0.316
H 0.148 0.903 -0.355
H -0.317 -1.714 -2.637
H -1.230 -1.229 -1.074
H -0.065 0.641 -2.985
H -1.089 1.402 4.390
H 1.435 -1.692 -1.216
*
```